{
  "formula": "C37H45CrGeN7O7S2",
  "method": "ωB97M-V/def2-TZVPD",
  "species": ["Cr", "S", "C", "N", "C", "C", "N", "C", "C", "C", "C", "C", "C", "C", "C", "S", "C", "C", "C", "C", "C", "C", "C", "H", "H", "H", "H", "H", "H", "H", "H", "H", "H", "H", "H", "H", "H", "H", "H", "H", "H", "C", "C", "C", "C", "Ge", "C", "C", "C", "C", "H", "H", "H", "H", "H", "H", "H", "H", "H", "H", "H", "H", "H", "H", "H", "H", "H", "H", "H", "O", "N", "O", "C", "C", "C", "C", "O", "C", "C", "N", "O", "O", "N", "O", "O", "H", "H", "N", "C", "C", "C", "N", "C", "C", "H", "H", "H", "H", "H", "H"],
  "coordinates": [[-1.011, -1.065, -1.590], [-2.365, -1.412, 0.157], [-2.046, -0.151, 1.298], [-2.285, -0.284, 2.560], [-2.056, 0.849, 3.479], [-2.369, 2.136, 2.772], [-1.587, 2.210, 1.524], [-1.065, 3.545, 1.149], [-0.239, 4.136, 2.259], [0.839, 3.427, 2.793], [1.610, 3.987, 3.796], [1.311, 5.263, 4.267], [0.240, 5.971, 3.737], [-0.540, 5.406, 2.737], [-1.448, 1.139, 0.790], [-0.602, 1.094, -0.677], [-2.827, -1.520, 3.197], [-4.218, -1.263, 3.712], [-4.476, -1.334, 5.076], [-5.761, -1.102, 5.550], [-6.780, -0.790, 4.663], [-6.524, -0.717, 3.298], [-5.246, -0.956, 2.822], [-1.020, 0.807, 3.825], [-2.724, 0.712, 4.327], [-2.086, 2.985, 3.391], [-3.431, 2.211, 2.527], [-1.932, 4.173, 0.932], [-0.489, 3.434, 0.234], [1.087, 2.440, 2.414], [2.448, 3.442, 4.209], [1.915, 5.705, 5.048], [0.011, 6.962, 4.104], [-1.376, 5.960, 2.326], [-2.143, -1.753, 4.014], [-2.784, -2.321, 2.464], [-3.683, -1.590, 5.769], [-5.964, -1.171, 6.610], [-7.781, -0.613, 5.033], [-7.326, -0.490, 2.609], [-5.058, -0.926, 1.753], [5.685, -0.179, 0.326], [5.285, 1.078, 1.088], [3.924, 1.640, 0.684], [2.765, 0.631, 0.846], [2.545, -0.423, -0.776], [2.269, 0.702, -2.343], [3.533, 0.701, -3.227], [3.632, -0.542, -4.106], [4.915, -0.571, -4.927], [6.716, -0.458, 0.541], [5.618, -0.032, -0.758], [5.066, -1.036, 0.606], [6.035, 1.855, 0.933], [5.280, 0.864, 2.160], [3.977, 2.015, -0.346], [3.700, 2.515, 1.298], [1.821, 1.168, 0.961], [2.908, -0.006, 1.716], [3.382, -1.671, -1.025], [2.037, 1.701, -1.967], [1.427, 0.359, -2.941], [4.436, 0.791, -2.614], [3.518, 1.592, -3.857], [2.762, -0.571, -4.770], [3.574, -1.445, -3.485], [4.991, 0.311, -5.563], [4.953, -1.448, -5.571], [5.794, -0.593, -4.281], [1.206, -7.419, -2.952], [1.720, -7.032, -1.930], [2.417, -7.657, -1.170], [1.477, -5.608, -1.581], [0.683, -4.851, -2.419], [0.524, -3.536, -2.049], [1.050, -2.929, -0.912], [0.760, -1.599, -0.739], [1.786, -3.774, -0.076], [2.015, -5.098, -0.419], [2.314, -3.319, 1.220], [2.904, -4.110, 1.898], [2.067, -2.159, 1.521], [-0.377, -2.631, -2.744], [0.052, -1.689, -3.433], [-1.617, -2.761, -2.497], [0.233, -5.285, -3.303], [2.598, -5.732, 0.236], [-4.401, 1.599, -5.958], [-3.673, 1.053, -4.989], [-2.372, 1.519, -4.681], [-1.661, 0.924, -3.684], [-2.132, -0.113, -2.950], [-3.370, -0.577, -3.248], [-4.155, -0.031, -4.217], [-4.044, 2.354, -6.522], [-5.316, 1.249, -6.188], [-1.929, 2.334, -5.236], [-0.660, 1.265, -3.461], [-3.732, -1.422, -2.679], [-5.137, -0.448, -4.400]],
  "atomic_forces_ev_per_a": [[-0.3, 0.5, 0.8], [0.1, 0.0, -0.2], [0.1, 0.2, 0.1], [0.0, 0.0, -0.2], [0.0, 0.0, 0.0], [0.0, 0.0, 0.0], [-0.1, -0.3, -0.1], [0.0, 0.1, 0.0], [0.1, 0.0, 0.1], [-0.1, 0.1, -0.1], [0.0, 0.1, 0.1], [-0.1, 0.0, -0.1], [0.2, -0.1, 0.1], [0.0, -0.1, 0.0], [-0.1, 0.0, 0.2], [0.1, -0.1, 0.0], [0.0, 0.0, 0.0], [0.0, 0.0, 0.0], [0.0, 0.0, 0.0], [0.0, 0.0, 0.0], [0.0, 0.0, 0.0], [0.0, 0.0, 0.0], [0.0, 0.0, 0.0], [0.0, 0.0, 0.0], [0.0, 0.0, 0.0], [0.0, 0.0, 0.0], [0.0, 0.0, 0.0], [0.0, 0.0, 0.0], [0.0, 0.0, 0.0], [0.0, 0.0, 0.0], [0.0, 0.0, 0.0], [0.0, 0.0, 0.0], [0.0, 0.0, 0.0], [0.0, 0.0, 0.0], [0.0, 0.0, 0.0], [0.0, 0.0, 0.0], [0.0, 0.0, 0.0], [0.0, 0.0, 0.0], [0.0, 0.0, 0.0], [0.0, 0.0, 0.0], [0.0, 0.0, 0.0], [0.0, 0.0, 0.0], [0.0, 0.0, 0.0], [0.0, 0.0, 0.0], [-0.1, -0.1, -0.1], [0.0, 0.2, 0.2], [0.1, 0.0, 0.0], [0.0, 0.0, 0.0], [0.0, 0.0, 0.0], [0.0, 0.0, 0.0], [0.0, 0.0, 0.0], [0.0, 0.0, 0.0], [0.0, 0.0, 0.0], [0.0, 0.0, 0.0], [0.0, 0.0, 0.0], [0.0, 0.0, 0.0], [0.0, 0.0, 0.0], [0.0, 0.0, 0.0], [0.0, 0.0, 0.0], [0.0, -0.1, 0.0], [0.0, 0.0, 0.0], [-0.1, 0.0, 0.0], [0.0, 0.0, 0.0], [0.0, 0.0, 0.0], [0.0, 0.0, 0.0], [0.0, 0.0, 0.0], [0.0, 0.0, 0.0], [0.0, 0.0, 0.0], [0.0, 0.0, 0.0], [0.0, 0.0, 0.0], [0.1, 0.0, -0.1], [-0.1, 0.0, 0.0], [0.0, 0.0, 0.0], [0.0, 0.0, 0.0], [0.0, -0.1, 0.0], [0.0, 0.2, 0.1], [0.0, -0.2, -0.3], [0.1, 0.0, -0.1], [0.0, 0.0, 0.0], [-0.2, 0.0, 0.0], [0.1, 0.0, 0.0], [0.0, 0.0, 0.0], [0.0, 0.0, -0.3], [0.1, -0.1, -0.1], [0.1, -0.1, 0.0], [0.0, 0.0, 0.0], [0.0, 0.0, 0.0], [0.0, 0.0, 0.0], [0.0, 0.0, 0.0], [0.0, 0.0, 0.0], [0.0, 0.1, -0.1], [0.2, -0.1, 0.1], [-0.1, 0.0, 0.0], [0.0, 0.0, 0.0], [0.0, 0.0, 0.0], [0.0, 0.0, 0.0], [0.0, 0.0, 0.0], [0.0, 0.0, 0.0], [0.0, 0.0, 0.0], [0.0, 0.0, 0.0]],
  "lowdin_charge": [0.483, 0.894, -0.510, -0.029, -0.042, -0.050, -0.051, -0.073, -0.242, -0.049, -0.054, -0.041, -0.038, -0.026, -0.540, 0.897, -0.068, -0.242, -0.032, -0.039, -0.041, -0.050, -0.042, 0.160, 0.147, 0.148, 0.160, 0.151, 0.096, 0.088, 0.115, 0.121, 0.122, 0.123, 0.150, 0.096, 0.124, 0.122, 0.122, 0.117, 0.102, -0.105, -0.243, -0.251, -0.284, 1.092, -0.309, -0.270, -0.284, -0.089, 0.091, 0.064, 0.051, 0.120, 0.118, 0.102, 0.109, 0.018, 0.071, 0.044, 0.067, 0.033, 0.095, 0.127, 0.111, 0.088, 0.085, 0.081, 0.081, 0.131, -0.339, 0.146, -0.073, 0.138, -0.069, -0.226, -0.331, -0.040, 0.135, -0.316, 0.173, 0.042, -0.308, 0.094, 0.017, 0.161, 0.155, 0.201, -0.266, 0.037, -0.129, -0.122, -0.099, 0.037, 0.137, 0.138, 0.135, 0.097, 0.117, 0.135],
  "molar_mass_g_mol": 888.55,
  "spin_multiplicity": 2,
  "lumo_energy_ha": [-0.394, -0.370],
  "charge": 3,
  "de_lowest_kcal_mol": 0.0,
  "s_squared": 0.7993,
  "homo_ev": [-16.05, -16.05]
}

***

{
  "formula": "C37H45InN4O2SSbSi",
  "method": "ωB97M-V/def2-TZVPD",
  "species": ["In", "N", "C", "C", "C", "C", "C", "C", "S", "O", "O", "N", "C", "N", "C", "C", "C", "N", "H", "H", "H", "H", "H", "H", "H", "H", "H", "C", "Si", "C", "C", "C", "C", "C", "C", "C", "C", "H", "H", "H", "H", "H", "H", "H", "H", "H", "H", "H", "H", "H", "H", "H", "H", "H", "H", "H", "H", "H", "C", "C", "C", "C", "C", "C", "Sb", "C", "C", "C", "C", "C", "C", "C", "C", "C", "C", "C", "C", "H", "H", "H", "H", "H", "H", "H", "H", "H", "H", "H", "H", "H", "H", "H"],
  "coordinates": [[2.321, -0.148, 1.376], [-1.191, 5.300, 6.251], [-0.949, 4.748, 4.954], [0.330, 4.548, 4.520], [0.607, 3.922, 3.322], [-0.438, 3.539, 2.506], [-1.745, 3.890, 2.859], [-1.993, 4.440, 4.074], [-0.143, 2.808, 0.996], [-1.449, 2.900, 0.247], [0.977, 3.330, 0.345], [0.204, 1.273, 1.180], [-0.647, 0.460, 1.945], [-0.019, -0.709, 2.245], [-0.670, -1.640, 2.941], [-2.020, -1.415, 3.341], [-2.587, -0.214, 2.939], [-1.964, 0.723, 2.176], [-0.440, 5.293, 6.865], [-2.134, 5.151, 6.553], [1.120, 4.900, 5.224], [1.672, 3.877, 3.049], [-2.570, 3.529, 2.265], [-3.038, 4.729, 4.312], [-0.154, -2.582, 3.069], [-2.519, -2.158, 3.889], [-3.628, -0.068, 3.304], [-2.576, 0.326, -1.027], [-2.347, 2.175, -1.125], [-1.359, 2.729, -2.604], [-0.145, 1.665, -2.717], [-0.761, 4.100, -2.564], [-2.248, 2.416, -3.891], [-4.063, 2.907, -0.917], [-3.977, 4.349, -1.608], [-4.608, 3.116, 0.474], [-5.064, 1.982, -1.541], [-3.162, -0.009, -1.944], [-3.150, 0.192, -0.126], [-1.639, -0.248, -0.981], [0.604, 1.692, -1.958], [0.285, 1.885, -3.632], [-0.476, 0.642, -2.757], [-0.203, 4.174, -1.658], [-1.571, 4.909, -2.554], [-0.030, 4.216, -3.388], [-2.850, 1.464, -3.658], [-1.642, 2.462, -4.765], [-3.020, 3.124, -4.103], [-3.170, 4.897, -1.304], [-4.892, 4.911, -1.442], [-3.876, 4.151, -2.660], [-4.470, 4.192, 0.882], [-3.970, 2.536, 1.232], [-5.629, 2.945, 0.552], [-4.855, 1.594, -2.564], [-5.983, 2.554, -1.729], [-5.546, 1.174, -0.954], [5.478, -6.186, -3.727], [4.865, -5.175, -4.461], [4.241, -4.143, -3.781], [4.239, -4.141, -2.389], [4.812, -5.162, -1.689], [5.407, -6.241, -2.314], [3.285, -2.470, -1.466], [4.004, -2.755, 0.482], [5.291, -2.271, 0.802], [5.819, -2.467, 2.034], [5.061, -3.021, 3.056], [3.775, -3.487, 2.771], [3.187, -3.325, 1.511], [1.456, -3.415, -1.174], [0.231, -2.773, -1.449], [-0.982, -3.461, -1.554], [-1.005, -4.880, -1.498], [0.226, -5.521, -1.241], [1.395, -4.832, -1.052], [6.084, -6.897, -4.245], [4.888, -5.154, -5.558], [3.996, -3.272, -4.368], [4.882, -5.060, -0.621], [6.142, -6.839, -1.778], [5.888, -1.801, -0.047], [6.791, -2.084, 2.340], [5.533, -3.126, 4.028], [3.203, -3.972, 3.532], [2.182, -3.652, 1.385], [0.253, -1.696, -1.526], [-1.846, -2.939, -1.786], [-1.890, -5.440, -1.859], [0.257, -6.591, -1.236], [2.312, -5.393, -0.836]],
  "atomic_forces_ev_per_a": [[-0.1, 0.3, 0.0], [-1.1, -0.8, -4.0], [-1.3, 0.9, 1.9], [1.7, 0.1, 0.9], [1.3, 0.7, 0.2], [-0.9, 0.9, 0.0], [0.1, -1.3, -0.1], [-1.4, 1.0, 0.8], [-0.5, -2.7, 0.2], [-0.6, 0.2, -0.3], [1.7, 1.7, -1.2], [-1.3, -0.7, 1.4], [-0.5, -0.3, -1.2], [-0.2, 0.0, 0.6], [-1.5, 0.9, -0.6], [2.5, 0.7, -1.2], [-0.2, -0.1, 0.3], [1.1, -0.9, 1.1], [1.0, -0.1, 1.4], [0.1, 0.1, 0.6], [-0.3, -0.5, -1.0], [-0.7, -0.4, -0.2], [0.0, 0.4, -0.2], [0.8, -0.4, 0.0], [0.0, 0.0, 0.3], [-0.8, -0.6, 0.6], [0.7, 0.5, -0.8], [0.4, 0.0, -1.1], [0.0, 0.2, 0.4], [0.1, -2.2, -1.0], [-2.1, 0.6, 1.0], [-1.0, 1.2, -0.6], [-0.6, -0.8, 2.3], [0.5, 1.7, 0.0], [-2.6, -3.1, -0.8], [3.9, 1.7, 3.0], [-2.2, -0.4, -2.2], [0.7, 0.4, 1.2], [-0.4, -0.5, 0.3], [-0.3, 0.1, 0.1], [0.5, 0.5, 0.8], [1.2, 0.4, -1.9], [-0.5, -0.4, -0.1], [0.5, 0.4, 0.7], [1.4, -1.0, -0.3], [-0.6, 0.3, 0.2], [1.3, 0.9, -1.1], [0.6, -0.8, -0.7], [-0.5, 0.8, 0.3], [2.1, 1.4, 1.1], [-0.2, 0.0, 0.1], [0.0, 0.4, -0.6], [-0.1, -1.4, -0.9], [-1.5, 0.2, -0.8], [-1.8, -0.7, 0.2], [0.3, 0.1, 0.7], [0.1, 0.4, -0.1], [1.2, 0.1, 0.1], [-0.3, -0.2, 0.7], [-0.1, -0.4, 0.0], [0.8, 0.0, -0.1], [-0.8, 1.1, -0.7], [0.2, -0.6, 0.9], [1.3, 1.1, -1.6], [0.4, 0.7, -0.7], [-0.6, -0.3, 1.5], [-0.3, -0.1, -2.8], [0.6, 0.7, 1.8], [-0.3, -0.6, -0.4], [0.1, 0.4, 0.0], [2.6, 0.7, -0.1], [-1.9, -1.6, -0.4], [0.6, -0.4, 0.8], [1.7, -2.1, 0.2], [0.9, 1.2, -0.7], [-1.4, 0.0, -0.1], [0.9, 1.1, 0.2], [0.2, -0.5, -0.2], [0.2, -0.1, 0.5], [-0.6, 0.2, 0.1], [-0.1, -0.2, 0.4], [-0.7, -0.4, 0.0], [-0.7, -0.6, 1.4], [0.0, -0.1, -0.5], [-0.4, -0.1, 0.0], [-0.3, -0.2, 0.5], [-0.6, -0.3, -0.5], [-0.2, 0.3, -0.3], [-1.6, 1.0, -0.3], [0.6, 0.4, 0.7], [0.0, -0.5, 0.1], [-0.4, 0.2, -0.2]],
  "lowdin_charge": [0.900, 0.134, -0.279, -0.034, -0.038, -0.306, -0.055, -0.015, 0.640, -0.291, -0.245, -0.211, -0.463, -0.003, -0.074, -0.026, -0.096, 0.138, 0.066, 0.092, 0.138, 0.137, 0.077, 0.135, 0.117, 0.088, 0.130, -0.128, 0.638, -0.548, -0.054, -0.081, -0.053, -0.574, -0.046, -0.094, -0.128, 0.074, 0.023, 0.022, 0.064, 0.055, 0.058, 0.043, 0.102, 0.104, 0.088, 0.075, 0.052, 0.032, 0.094, 0.054, 0.115, 0.075, 0.054, 0.083, 0.093, 0.102, -0.070, -0.083, -0.144, -0.404, -0.160, -0.056, 1.437, -0.536, -0.177, -0.101, -0.068, -0.086, -0.175, -0.422, -0.143, -0.076, -0.048, -0.088, -0.126, 0.095, 0.114, 0.089, 0.092, 0.110, 0.127, 0.116, 0.111, 0.098, 0.077, 0.062, 0.068, 0.115, 0.100, 0.099],
  "molar_mass_g_mol": 874.52,
  "lumo_energy_ha": -0.106,
  "charge": 1,
  "de_lowest_kcal_mol": 21.9,
  "homo_ev": -10.63
}